1:
Below is a 2-piece molecular cluster, C5H14NS overall, with properties calculated with wB97M-V/def2-TZVPD.

Geometry as XYZ:
```
21
C5H14NS | OMol25 | wB97M-V/def2-TZVPD
C 2.25 -0.22 0.12
C 2.06 0.88 1.13
S 0.79 2.15 0.70
H 2.40 0.16 -0.90
H 1.43 -0.94 0.09
H 3.15 -0.80 0.37
H 1.79 0.45 2.10
H 2.96 1.46 1.32
H 1.50 2.71 -0.32
C -2.32 -2.96 0.14
C -1.64 -1.63 -0.02
C -1.72 -0.96 -1.16
N -0.86 0.20 -1.43
H -2.57 -3.42 -0.82
H -1.69 -3.67 0.67
H -3.25 -2.87 0.70
H -1.07 -1.26 0.83
H -2.31 -1.30 -2.00
H -0.38 0.59 -0.58
H -0.12 -0.04 -2.10
H -1.36 1.00 -1.81
```

* highest occupied orbital energy: -13.30 eV
* total charge: +1

2:
Below is a 2-piece molecular cluster, C5H14NS overall, with properties calculated with wB97M-V/def2-TZVPD.

Geometry as XYZ:
```
21
C5H14NS | OMol25 | wB97M-V/def2-TZVPD
C -0.19 -2.35 0.96
C 0.88 -1.29 0.68
C 0.86 -0.20 1.70
S 1.59 1.42 1.09
H -0.26 -3.19 0.19
H -1.20 -1.91 1.02
H -0.05 -2.89 1.88
H 1.90 -1.73 0.63
H 0.69 -0.91 -0.34
H 1.39 -0.42 2.62
H -0.17 -0.01 1.96
H 1.02 2.20 2.09
C -0.72 0.26 -2.10
C -0.82 2.53 -1.31
N -0.41 1.33 -1.16
H -1.19 -0.58 -1.58
H 0.24 -0.06 -2.55
H -1.41 0.71 -2.82
H -1.48 2.79 -2.13
H -0.53 3.26 -0.57
H -0.12 1.03 -0.25
```

* highest occupied orbital energy: -13.19 eV
* total charge: +1

Which one sits at the top of the stability order? 1 does.